## P
The following is a DFT calculation (ωB97M-V with the def2-TZVPD basis set) of a cluster of 2 separate species, C4H6NO in total.

```
12
Properties=species:S:1:pos:R:3:nbo_charge:R:1
H 2.28947 -1.88073 -1.36073 0.26
C 1.77955 -0.93035 -1.41263 -0.25
O -0.51596 1.16846 2.53286 -0.60
H 0.70208 0.12167 1.26539 0.21
H 2.35685 -0.06473 -1.53553 0.24
C 0.47793 -0.71827 -1.35260 -0.04
H -1.36965 1.57338 2.56041 0.50
H -2.06407 0.70119 0.60662 0.41
H -1.47046 -0.33630 -1.95777 0.24
C -0.74737 -0.46118 -1.25892 0.05
C -0.27787 0.47662 1.39718 0.51
N -1.16051 0.35023 0.51572 -0.55
```

Summary:
M: 84.10 g/mol
Highest occupied orbital energy: -15.34 eV
Net charge: +1
Kohn-Sham gap: 0.358 hartree


## Q
The following is a DFT calculation (ωB97M-V with the def2-TZVPD basis set) of a structure of composition C4H6NO.

```
12
Properties=species:S:1:pos:R:3:nbo_charge:R:1
H 1.76722 1.70769 0.23379 0.31
H -0.56887 -1.40867 -1.25204 0.25
N -2.65974 -0.02021 0.00526 0.21
C -0.30230 1.48527 0.01135 0.14
H -0.80953 -2.06147 0.47472 0.28
H -0.83745 2.31064 -0.16388 0.23
H 1.40292 -0.85210 1.15407 0.28
C -0.33713 -1.18796 -0.15024 -0.09
H 1.87423 -0.63938 -0.54698 0.29
C 0.93836 1.03127 0.02938 -0.18
O -1.47179 0.13340 0.00588 -0.19
C 1.00407 -0.49849 0.19867 -0.52
```

Summary:
M: 84.10 g/mol
Highest occupied orbital energy (spin up / spin down): -14.25 / -14.23 eV
Net charge: +1
Kohn-Sham gap (spin up / spin down): 0.313 / 0.312 hartree


Quick one: least stable of them? Q